[1]
Below is C45H59ClF3NP2SSiZr as an isolated structure, with properties calculated with ωB97M-V with the def2-TZVPD basis set.

```
! wB97M-V def2-TZVPD RIJCOSX def2/J DEFGRID3
* xyz 2 1
Zr -0.38 -0.01 0.37
Cl 0.50 -2.35 0.73
C 0.20 -3.53 -0.53
C 0.66 -4.82 -0.33
C 0.43 -5.76 -1.32
C -0.23 -5.41 -2.48
C -0.65 -4.10 -2.67
C -0.47 -3.14 -1.68
P -1.01 -1.39 -1.91
C -2.83 -1.43 -2.08
C -3.55 -2.48 -2.66
C -4.91 -2.36 -2.83
C -5.57 -1.19 -2.46
C -4.86 -0.15 -1.87
C -3.50 -0.28 -1.67
C -0.52 -1.18 -3.66
C 0.75 -1.62 -4.05
C 1.11 -1.57 -5.38
C 0.22 -1.07 -6.32
C -1.02 -0.59 -5.93
C -1.39 -0.64 -4.60
H 1.19 -5.08 0.57
H 0.78 -6.77 -1.18
H -0.40 -6.14 -3.25
H -1.10 -3.82 -3.61
H -3.04 -3.38 -2.96
H -5.47 -3.18 -3.25
H -6.64 -1.10 -2.62
H -5.37 0.75 -1.57
H -2.94 0.53 -1.21
H 1.44 -2.01 -3.31
H 2.07 -1.94 -5.69
H 0.50 -1.05 -7.36
H -1.70 -0.19 -6.66
H -2.36 -0.27 -4.30
F 2.14 3.69 -2.69
C 0.94 3.52 -3.27
F 0.68 4.62 -3.97
F 1.04 2.51 -4.13
C -0.13 3.26 -2.23
C -1.19 4.12 -2.07
C -2.14 3.86 -1.08
C -1.99 2.74 -0.30
N -0.97 1.87 -0.45
C -0.01 2.12 -1.40
S 1.29 1.02 -1.48
H -1.29 4.98 -2.71
H -2.97 4.53 -0.93
H -2.71 2.49 0.48
C 3.28 5.24 2.09
C 1.77 5.22 1.84
C 1.31 3.85 1.32
C 2.19 2.79 1.99
C 3.54 2.84 1.28
C 4.01 4.30 1.14
P 1.33 1.13 2.09
C 0.32 1.23 3.68
C 1.04 1.62 4.99
C 0.07 2.26 5.98
C -1.30 1.58 5.91
C -1.95 1.91 4.56
C -0.89 2.14 3.47
C 2.62 -0.20 2.41
C 3.31 -0.61 1.09
C 4.04 -1.95 1.28
C 4.66 -2.06 2.69
C 4.98 -0.67 3.22
C 3.68 0.11 3.48
H 3.50 4.95 3.12
H 3.66 6.25 1.97
H 1.49 5.99 1.12
H 1.24 5.45 2.77
H 1.48 3.80 0.24
H 0.24 3.71 1.50
H 2.32 3.07 3.05
H 3.45 2.40 0.29
H 4.29 2.28 1.84
H 3.87 4.65 0.11
H 5.08 4.36 1.35
H -0.05 0.20 3.81
H 1.86 2.31 4.81
H 1.47 0.72 5.44
H -0.06 3.32 5.75
H 0.49 2.20 6.99
H -1.94 1.92 6.72
H -1.18 0.51 6.04
H -2.56 2.81 4.66
H -2.63 1.10 4.28
H -0.57 3.18 3.51
H -1.34 1.96 2.47
H 2.02 -1.06 2.75
H 4.03 0.15 0.81
H 2.59 -0.69 0.26
H 4.83 -2.03 0.53
H 3.35 -2.78 1.12
H 5.56 -2.66 2.64
H 3.97 -2.56 3.37
H 5.60 -0.15 2.50
H 5.55 -0.74 4.15
H 3.91 1.17 3.53
H 3.29 -0.18 4.46
C -1.83 -1.68 3.48
Si -2.48 -0.97 1.79
C -3.07 -2.59 0.89
C -4.12 0.01 2.07
H -2.32 -2.63 3.70
H -2.06 -1.03 4.32
H -0.76 -1.87 3.50
H -3.34 -3.35 1.62
H -2.33 -3.04 0.23
H -3.96 -2.40 0.30
H -4.68 -0.47 2.87
H -4.75 -0.02 1.19
H -3.99 1.05 2.34
*
```

Properties
- Electronic energy: -3981.70305 a.u.
- Highest occupied orbital energy: -13.29 eV
- Energy above the lowest of the compared OMol25 structures with the same formula, charge and spin: 159.8 kJ/mol
- Orbital gap: 6.1 eV

***

[2]
Below is C36H57BaBrN4O8P2 as an isolated structure, with properties calculated with ωB97M-V with the def2-TZVPD basis set.

```
! wB97M-V def2-TZVPD RIJCOSX def2/J DEFGRID3
* xyz 2 1
Ba 0.50 0.05 0.65
C -3.35 -1.11 -2.47
C -3.63 -1.39 -1.14
C -3.37 -0.43 -0.16
C -2.84 0.80 -0.52
C -2.56 1.08 -1.85
C -2.82 0.13 -2.82
H -3.56 -1.84 -3.23
H -4.07 -2.34 -0.87
H -3.61 -0.64 0.87
H -2.68 1.57 0.24
H -2.17 2.05 -2.13
H -2.62 0.35 -3.87
C 3.55 1.36 -2.42
O 2.27 1.71 -1.90
C 1.87 3.00 -2.04
C 2.54 3.96 -2.77
C 2.04 5.26 -2.81
Br 2.96 6.57 -3.82
C 0.89 5.60 -2.14
C 0.19 4.63 -1.42
C 0.69 3.32 -1.35
O 0.08 2.30 -0.67
C -1.09 4.96 -0.80
N -1.76 4.15 0.00
C -2.95 4.78 0.31
C -4.02 4.37 1.10
C -5.10 5.23 1.20
C -5.13 6.46 0.53
C -4.07 6.88 -0.25
C -2.99 6.03 -0.34
N -1.79 6.10 -1.03
H 3.55 1.35 -3.51
H 3.76 0.35 -2.05
H 4.32 2.04 -2.06
H 3.45 3.72 -3.31
H 0.54 6.62 -2.19
H -0.71 2.74 -0.21
H -4.00 3.42 1.62
H -5.95 4.94 1.80
H -6.00 7.09 0.64
H -4.09 7.84 -0.76
H -1.50 6.87 -1.61
N 2.72 1.71 0.99
C 3.13 2.79 1.90
C 1.92 3.61 2.33
C 0.99 2.80 3.23
N -0.09 2.16 2.44
H 3.47 1.03 0.91
H 2.60 2.10 0.06
H 3.88 3.44 1.43
H 3.59 2.34 2.79
H 1.37 3.91 1.44
H 2.27 4.50 2.85
H 0.56 3.44 4.01
H 1.56 2.00 3.72
H -0.70 2.90 2.11
H -0.62 1.58 3.08
C 1.09 -3.00 -4.41
C 1.27 -1.88 -3.41
C 0.78 -0.55 -3.94
O 0.48 -2.21 -2.21
P 1.06 -2.20 -0.75
O 1.95 -1.07 -0.42
C -0.48 -2.13 0.14
P -0.20 -2.26 1.91
O 0.44 -1.03 2.43
O -1.63 -2.35 2.55
C -2.57 -3.47 2.69
C -2.31 -4.19 3.99
C -2.58 -4.41 1.49
O 0.59 -3.59 2.15
C 1.67 -3.77 3.16
C 1.25 -3.32 4.55
C 2.97 -3.10 2.72
O 1.82 -3.53 -0.50
C 1.68 -4.82 -1.19
C 1.37 -5.89 -0.17
C 2.99 -5.08 -1.92
H 1.65 -2.77 -5.32
H 0.03 -3.09 -4.67
H 1.44 -3.95 -4.02
H 2.32 -1.79 -3.11
H -0.28 -0.63 -4.19
H 1.33 -0.30 -4.85
H 0.91 0.24 -3.21
H -1.15 -2.92 -0.21
H -0.96 -1.18 -0.06
H -3.54 -2.97 2.75
H -1.39 -4.78 3.93
H -3.13 -4.88 4.20
H -2.23 -3.49 4.82
H -1.58 -4.80 1.31
H -2.96 -3.91 0.59
H -3.24 -5.25 1.71
H 1.80 -4.85 3.14
H 1.46 -2.27 4.70
H 1.79 -3.90 5.30
H 0.18 -3.49 4.71
H 2.86 -2.01 2.77
H 3.24 -3.39 1.71
H 3.76 -3.40 3.40
H 0.85 -4.73 -1.91
H 2.20 -5.99 0.53
H 1.22 -6.85 -0.67
H 0.47 -5.65 0.39
H 3.80 -5.10 -1.20
H 3.19 -4.30 -2.65
H 2.94 -6.04 -2.43
*
```

Properties
- Electronic energy: -5508.86907 a.u.
- Highest occupied orbital energy: -12.49 eV
- Energy above the lowest of the compared OMol25 structures with the same formula, charge and spin: 652.4 kJ/mol
- Orbital gap: 8.4 eV

***

[3]
Below is C36H84F9N6O12Sr2 as an isolated structure, with properties calculated with ωB97M-V with the def2-TZVPD basis set.

```
! wB97M-V def2-TZVPD RIJCOSX def2/J DEFGRID3
* xyz 1 1
Sr -0.72 0.13 -0.35
Sr -0.64 -0.24 3.84
C -3.63 -2.33 -0.47
O -2.66 -2.98 -1.27
O -3.14 -1.03 -0.21
C -5.11 -2.79 -0.77
F -5.46 -2.93 -2.01
F -5.34 -3.97 -0.15
F -5.98 -1.99 -0.13
C -2.65 -4.40 -1.34
C -1.68 -4.73 -2.49
H -0.68 -4.31 -2.43
H -1.58 -5.82 -2.41
H -2.06 -4.48 -3.48
H -3.56 -4.88 -1.69
H -2.45 -4.87 -0.38
H -3.49 -2.82 0.49
C -0.05 -3.00 2.18
O 0.27 -2.74 3.52
O -0.21 -1.72 1.61
C 0.89 -4.03 1.51
F 1.08 -3.87 0.20
F 2.12 -4.01 1.98
F 0.48 -5.31 1.57
C 0.04 -3.78 4.48
C 0.70 -3.30 5.76
H 0.33 -3.99 6.51
H 1.78 -3.40 5.74
H 0.35 -2.32 6.09
H 0.57 -4.70 4.25
H -1.00 -3.99 4.72
H -1.03 -3.48 2.17
C -0.64 2.79 2.08
O -1.76 2.72 1.16
O -0.07 1.53 1.91
C 0.27 4.11 1.85
F 1.10 4.30 2.89
F 1.08 4.00 0.82
F -0.41 5.23 1.69
C -2.89 3.48 1.54
C -4.02 2.93 0.61
H -5.01 3.37 0.71
H -3.74 3.19 -0.41
H -4.15 1.86 0.46
H -2.79 4.53 1.29
H -3.24 3.32 2.57
H -1.02 2.88 3.10
C -3.04 5.78 -1.86
C -1.86 4.93 -2.35
C -2.05 4.39 -3.78
O -0.97 3.56 -4.17
C -1.05 3.01 -5.46
N -0.82 5.91 -2.39
H -2.91 5.98 -0.79
H -4.04 5.39 -2.06
H -3.10 6.77 -2.31
H -1.62 4.14 -1.64
H -2.09 5.25 -4.45
H -2.98 3.83 -3.77
H -0.11 2.55 -5.77
H -1.26 3.79 -6.19
H -1.84 2.27 -5.56
H -0.16 5.68 -3.12
H -1.27 6.79 -2.59
C 2.20 2.17 4.77
C 2.71 0.87 4.22
C 4.21 0.69 4.62
O 4.56 -0.66 4.20
C 5.66 -1.12 5.00
N 1.85 -0.26 4.77
H 2.25 2.21 5.86
H 1.18 2.31 4.42
H 2.67 3.05 4.32
H 2.58 0.87 3.14
H 4.29 0.87 5.69
H 4.84 1.44 4.14
H 5.41 -0.94 6.05
H 6.57 -0.53 4.86
H 5.80 -2.20 4.86
H 1.90 -0.14 5.77
H 2.55 -0.98 4.67
C -5.33 -0.35 2.99
C -3.95 -0.50 3.54
C -3.51 -1.94 3.93
O -2.42 -1.82 4.76
C -2.66 -2.12 6.15
N -3.03 0.17 2.71
H -5.65 0.69 2.98
H -6.11 -0.82 3.60
H -5.37 -0.71 1.96
H -4.01 0.10 4.45
H -3.32 -2.44 2.98
H -4.24 -2.53 4.49
H -3.60 -1.70 6.50
H -1.83 -1.70 6.73
H -2.61 -3.20 6.28
H -3.20 -0.23 1.79
H -3.37 1.12 2.68
C 0.34 -2.28 -4.23
C -0.07 -1.25 -3.23
C -1.43 -0.61 -3.57
O -1.68 0.50 -2.76
C -3.00 1.02 -2.96
N -0.15 -1.81 -1.88
H -0.45 -3.02 -4.35
H 1.26 -2.74 -3.89
H 0.54 -1.85 -5.21
H 0.68 -0.46 -3.10
H -2.17 -1.40 -3.45
H -1.51 -0.25 -4.60
H -3.10 1.69 -3.81
H -3.17 1.72 -2.15
H -3.83 0.31 -2.99
H 0.65 -2.42 -1.97
H -0.95 -2.43 -1.88
C 1.94 3.67 -2.32
C 1.39 2.27 -2.01
C 2.24 1.54 -1.00
O 1.85 0.22 -0.92
C 2.71 -0.52 -0.02
N 0.02 2.37 -1.54
H 1.43 4.05 -3.21
H 2.96 3.65 -2.71
H 1.92 4.33 -1.46
H 1.35 1.62 -2.89
H 2.22 2.00 -0.01
H 3.29 1.61 -1.32
H 2.23 -1.47 0.22
H 2.70 0.00 0.94
H 3.74 -0.72 -0.31
H -0.40 2.90 -2.30
H 0.15 3.03 -0.79
C 3.71 -0.60 -3.34
C 4.91 -0.79 -4.29
C 5.48 -2.20 -4.23
O 6.62 -2.33 -5.09
C 7.49 -3.34 -4.64
N 4.58 -0.28 -5.59
H 3.93 -0.94 -2.33
H 2.88 -1.18 -3.74
H 3.31 0.42 -3.28
H 5.69 -0.13 -3.90
H 4.64 -2.84 -4.53
H 5.65 -2.48 -3.19
H 7.93 -2.99 -3.70
H 8.32 -3.42 -5.34
H 7.10 -4.34 -4.48
H 4.60 0.72 -5.44
H 5.42 -0.41 -6.14
*
```

Properties
- Electronic energy: -3613.58987 a.u.
- Highest occupied orbital energy: -9.99 eV
- Orbital gap: 7.3 eV

***

[4]
Below is a 2-piece molecular cluster, C26H50BBr2N3O6P2 overall, with properties calculated with ωB97M-V with the def2-TZVPD basis set.

```
! wB97M-V def2-TZVPD RIJCOSX def2/J DEFGRID3
* xyz 0 1
C -1.69 1.95 6.88
C -1.62 2.97 5.75
O -2.72 2.82 4.86
C -2.45 2.05 3.71
O -3.52 1.26 3.39
B -4.40 1.98 2.46
C -5.36 1.08 1.53
C -4.81 -0.21 0.95
C -4.69 -1.29 2.02
O -3.55 -0.03 0.28
C -3.36 -0.94 -0.77
C -1.89 -1.21 -0.95
C -0.95 -0.18 -0.84
C 0.41 -0.44 -0.96
C 0.85 -1.74 -1.21
C -0.08 -2.77 -1.36
C -1.44 -2.51 -1.22
P -5.78 2.94 3.70
N -6.16 2.11 4.96
O -7.17 3.31 2.88
O -5.26 4.46 4.09
O -3.46 2.85 1.72
C -2.25 2.96 2.44
P -1.02 2.09 1.33
N -0.43 0.73 1.88
C -2.05 4.45 2.74
Br -0.16 4.85 3.18
C -2.48 5.49 1.70
C -3.96 5.78 1.59
Br -1.76 5.09 -0.08
H -1.21 2.32 7.78
H -2.75 1.78 7.10
H -1.26 1.00 6.60
H -1.69 3.98 6.16
H -0.68 2.90 5.21
H -1.59 1.39 3.89
H -6.19 0.76 2.16
H -5.79 1.68 0.73
H -5.53 -0.56 0.20
H -5.70 -1.66 2.25
H -4.12 -2.15 1.66
H -4.27 -0.89 2.94
H -3.78 -0.55 -1.70
H -3.86 -1.89 -0.57
H -1.28 0.83 -0.62
H 1.11 0.38 -0.83
H 1.92 -1.95 -1.27
H 0.26 -3.78 -1.56
H -2.16 -3.31 -1.32
H -7.15 1.92 5.05
H -6.98 3.75 2.05
H -6.01 5.01 4.33
H 0.00 3.00 1.04
H -1.77 2.01 0.16
H -0.74 -0.08 1.38
H -2.57 4.67 3.67
H -1.98 6.41 1.97
H -4.31 6.23 2.51
H -4.53 4.88 1.39
H -4.12 6.49 0.78
C 7.44 -1.88 -6.19
C 7.76 -2.23 -4.74
C 7.35 -3.65 -4.30
C 5.98 -4.17 -4.71
N 4.75 -3.69 -3.97
C 4.57 -4.39 -2.64
C 5.34 -3.56 -1.63
C 5.33 -2.12 -2.19
C 4.75 -2.23 -3.61
C 3.57 -3.99 -4.85
H 6.37 -1.94 -6.41
H 7.75 -0.87 -6.41
H 7.95 -2.55 -6.88
H 7.34 -1.47 -4.07
H 8.84 -2.16 -4.59
H 7.51 -3.77 -3.23
H 8.05 -4.34 -4.78
H 5.96 -5.25 -4.60
H 5.80 -3.96 -5.77
H 3.50 -4.37 -2.43
H 4.90 -5.42 -2.73
H 6.36 -3.92 -1.52
H 4.88 -3.63 -0.65
H 6.32 -1.69 -2.18
H 4.69 -1.47 -1.59
H 5.27 -1.66 -4.37
H 3.70 -1.92 -3.61
H 3.56 -5.06 -5.06
H 3.66 -3.42 -5.77
H 2.66 -3.71 -4.33
*
```

Properties
- Electronic energy: -7491.95413 a.u.
- Highest occupied orbital energy: -5.74 eV
- Orbital gap: 4.6 eV

***

highest occupied orbital energy of number 3 (C36H84F9N6O12Sr2)?
-9.99 eV

***

Among the records above, which one has the lowest electronic energy?
C26H50BBr2N3O6P2

***

Among the records above, which one has the highest orbital gap?
C36H57BaBrN4O8P2